Molecular formula: C4H12N3
Method: DFT, ωB97M-V with the def2-TZVPD basis set

The calculation puts the HOMO-LUMO gap at 10.20 eV. For the LUMO energy, the calculation gives -3.3 eV. The value obtained for the energy above the lowest of the compared OMol25 structures with the same formula, charge and spin is 228.4 kJ/mol. The calculation puts the HOMO energy at -13.51 eV. As for the total charge: +1.

Last column: Mulliken charge in e.
Atoms and positions in Å:
N  0.96  0.68  0.60  -0.26
C  -0.23  1.37  1.31  -0.46
N  0.08  2.03  2.52  -0.54
H  1.70  1.36  0.42  0.38
H  1.41  0.03  1.25  0.38
H  -0.56  2.10  0.58  0.38
H  -0.94  0.57  1.48  0.38
H  0.38  1.40  3.26  0.27
H  0.80  2.73  2.44  0.26
C  -0.61  -1.88  -1.29  0.00
C  0.00  -2.66  -0.42  -0.64
C  -0.66  0.05  -2.54  -0.26
N  -0.15  -0.56  -1.55  -0.40
H  -1.58  -2.12  -1.71  0.26
H  0.77  -2.21  0.19  0.12
H  -0.24  -3.71  -0.30  0.28
H  -0.39  1.08  -2.75  0.27
H  -1.40  -0.44  -3.17  0.23
H  0.65  0.18  -0.31  0.36

Molecular formula: C20H39AsNO6
Method: DFT, ωB97M-V with the def2-TZVPD basis set

The calculation puts the HOMO-LUMO gap at 5.19 eV. For the LUMO energy, the calculation gives 1.9 eV. The calculation puts the HOMO energy at -3.25 eV. As for the total charge: -1.

Last column: Mulliken charge in e.
Atoms and positions in Å:
N  0.57  -6.19  -3.36  -0.74
C  0.94  -6.44  -1.92  -0.21
C  -0.42  -6.82  -1.15  -0.90
C  -0.86  -5.67  -0.11  -0.39
As  0.02  -6.08  1.68  -0.75
C  -0.91  -4.45  2.53  -0.91
C  0.09  -3.21  2.34  -0.24
C  -0.24  -1.95  3.33  -0.65
C  1.06  -0.99  3.22  0.48
C  1.03  0.09  2.10  -0.37
C  2.28  0.99  1.94  -0.32
C  3.51  0.79  2.90  -0.44
C  3.50  -0.31  4.02  -0.38
C  2.26  -1.22  4.19  -0.41
H  -0.26  -5.56  -3.31  0.23
H  1.30  -5.64  -3.83  0.25
H  1.47  -5.51  -1.52  0.27
H  1.69  -7.32  -1.85  0.25
H  -0.38  -7.85  -0.63  0.39
H  -1.26  -6.88  -1.94  0.34
H  -2.00  -5.52  -0.06  0.38
H  -0.42  -4.65  -0.46  -0.22
H  -1.11  -7.05  2.13  0.11
H  0.81  -7.31  1.12  0.14
H  1.24  -5.18  1.20  0.08
H  0.81  -6.23  3.05  0.18
H  -1.16  -4.66  3.65  0.29
H  -1.94  -4.25  2.04  0.25
H  0.13  -2.92  1.24  0.06
H  1.14  -3.57  2.67  0.23
H  -0.25  -2.39  4.39  0.30
H  -1.21  -1.43  3.02  0.32
H  0.10  0.14  1.42  0.27
H  2.27  1.76  1.11  0.29
H  4.43  1.47  2.74  0.27
H  4.43  -0.45  4.68  0.28
H  2.14  -2.06  4.95  0.29
C  -1.47  3.24  -2.73  -1.10
C  -0.12  2.56  -2.77  -0.02
O  -0.16  1.28  -2.14  -0.34
C  -0.73  0.30  -2.86  0.70
O  -1.19  0.41  -3.98  -0.58
O  -0.72  -0.82  -2.12  -0.27
C  -1.39  -1.92  -2.73  -0.41
H  -1.85  3.28  -1.70  0.27
H  -1.41  4.25  -3.13  0.32
H  -2.21  2.68  -3.31  0.39
H  0.61  3.16  -2.21  0.16
H  0.26  2.48  -3.80  0.30
H  -1.01  -2.12  -3.74  0.29
H  -2.47  -1.73  -2.77  0.32
H  -1.22  -2.81  -2.12  -0.04
C  -1.78  9.92  0.38  -1.09
C  -2.10  8.47  0.68  -0.18
O  -1.70  7.62  -0.40  -0.35
C  -0.38  7.37  -0.49  0.75
O  0.47  7.78  0.26  -0.55
O  -0.17  6.60  -1.57  -0.28
C  1.21  6.34  -1.83  -0.69
H  -2.22  10.22  -0.57  0.29
H  -2.17  10.57  1.17  0.36
H  -0.71  10.09  0.30  0.31
H  -3.18  8.35  0.79  0.29
H  -1.64  8.14  1.62  0.31
H  1.71  5.93  -0.95  0.34
H  1.70  7.26  -2.16  0.33
H  1.26  5.61  -2.64  0.19

Molecular formula: C2H15N2O4
Method: DFT, ωB97M-V with the def2-TZVPD basis set

The calculation puts the HOMO-LUMO gap at 11.27 eV. For the LUMO energy, the calculation gives -2.4 eV. The value obtained for the energy above the lowest of the compared OMol25 structures with the same formula, charge and spin is 50.2 kJ/mol. The calculation puts the HOMO energy at -13.66 eV. As for the total charge: +1.

Last column: Mulliken charge in e.
Atoms and positions in Å:
C  0.29  -1.88  1.21  -0.79
N  0.25  1.30  -0.43  -0.28
C  -0.11  0.07  -0.08  0.03
N  0.72  -0.54  0.75  -0.13
H  1.04  -2.50  0.71  0.36
H  -0.70  -2.10  0.85  0.27
H  0.28  -2.10  2.30  0.28
H  1.17  1.65  -0.20  0.20
H  -0.31  1.90  -1.01  0.22
H  -1.07  -0.31  -0.34  0.53
H  1.68  -0.26  0.87  0.27
H  0.73  -0.93  -2.87  0.32
H  -0.74  -1.46  -2.77  0.30
O  -0.11  -0.88  -2.34  -0.58
H  -1.97  1.26  2.13  0.36
H  -3.02  0.92  1.00  0.29
O  -2.09  0.85  1.24  -0.58
H  -1.45  1.72  4.44  0.33
H  -1.53  2.93  3.46  0.34
O  -1.31  1.98  3.51  -0.69
H  2.47  -0.79  -4.50  0.32
H  3.19  -1.71  -3.50  0.32
O  2.52  -1.03  -3.57  -0.67

Molecular formula: C34H60BaClN4O7S2SbTe
Method: DFT, ωB97M-V with the def2-TZVPD basis set

The calculation puts the HOMO-LUMO gap at 5.28 eV. For the LUMO energy, the calculation gives 3.8 eV. The value obtained for the energy above the lowest of the compared OMol25 structures with the same formula, charge and spin is 337.2 kJ/mol. The calculation puts the HOMO energy at -1.44 eV. As for the total charge: -2.

Last column: Mulliken charge in e.
Atoms and positions in Å:
Ba  0.05  0.23  -0.99  1.56
C  1.22  0.68  4.12  -1.50
C  0.16  0.49  3.07  0.06
S  0.70  -0.43  1.56  1.31
O  -0.62  -0.69  0.91  -1.01
C  1.10  -2.01  2.39  0.64
C  -0.07  -2.68  3.07  -1.50
H  0.90  1.42  4.86  0.42
H  2.14  1.04  3.65  0.24
H  1.43  -0.25  4.66  0.31
H  -0.16  1.45  2.67  0.21
H  -0.72  -0.03  3.44  0.02
H  1.93  -1.81  3.06  0.44
H  1.46  -2.66  1.59  -0.64
H  -0.37  -2.15  3.98  0.27
H  0.17  -3.71  3.33  0.50
H  -0.92  -2.70  2.39  0.24
C  5.63  0.54  0.89  -1.43
C  5.15  -0.53  1.87  0.97
N  5.81  -1.80  1.68  0.53
C  7.12  -1.93  2.28  -0.79
C  8.24  -1.99  1.24  -1.18
C  5.17  -3.00  1.36  -0.52
O  5.74  -4.05  1.71  -0.80
C  3.92  -3.04  0.66  0.96
C  3.19  -4.28  0.74  -0.42
C  2.02  -4.46  0.11  -1.10
C  1.49  -3.41  -0.83  0.89
N  2.13  -2.13  -0.69  0.30
C  3.27  -2.03  -0.08  -1.09
H  4.96  1.39  0.93  0.35
H  5.61  0.14  -0.12  0.34
H  6.64  0.86  1.12  0.43
H  4.08  -0.67  1.77  -1.19
H  5.32  -0.18  2.90  0.41
H  7.15  -2.86  2.86  0.44
H  7.29  -1.08  2.96  0.39
H  8.09  -2.86  0.62  0.28
H  9.21  -2.07  1.74  0.41
H  8.24  -1.10  0.62  0.25
H  3.60  -5.04  1.39  0.46
H  1.43  -5.36  0.24  0.41
H  0.40  -3.28  -0.70  -0.22
H  3.70  -1.05  -0.18  0.47
C  -3.00  2.20  -4.68  -0.50
N  -3.76  1.27  -3.89  0.23
C  -4.12  0.04  -4.56  -1.09
C  -3.83  1.36  -2.56  0.43
O  -4.33  0.54  -1.81  -0.67
H  -3.53  2.41  -5.61  0.37
H  -2.01  1.79  -4.89  0.26
H  -2.85  3.12  -4.12  -0.13
H  -4.89  0.25  -5.31  0.30
H  -4.50  -0.65  -3.81  0.37
H  -3.24  -0.40  -5.03  0.29
H  -3.45  2.33  -2.18  0.08
Te  -1.84  -2.00  -2.51  -0.18
C  -0.60  5.10  -0.58  -1.28
C  -1.00  4.85  -2.04  2.74
C  -2.44  5.34  -2.26  -1.76
C  -0.05  5.63  -2.97  -1.94
C  -0.85  3.41  -2.31  -0.43
C  -0.67  2.22  -2.48  -0.80
H  -0.65  6.16  -0.34  0.45
H  0.42  4.74  -0.42  0.13
H  -1.26  4.55  0.09  0.05
H  -2.54  6.38  -1.97  0.47
H  -3.14  4.75  -1.67  0.20
H  -2.72  5.25  -3.31  0.31
H  -0.08  6.70  -2.75  0.45
H  -0.34  5.48  -4.01  0.36
H  0.96  5.27  -2.84  0.33
O  2.13  3.27  -0.18  -0.87
Cl  1.77  2.00  0.31  2.15
O  0.38  1.94  0.55  -0.63
O  2.45  1.76  1.54  -0.76
O  2.12  0.99  -0.61  -0.95
C  -6.68  -0.01  2.00  -1.10
C  -5.84  -0.08  0.74  -0.85
Sb  -3.62  -0.36  0.85  0.50
C  -3.59  -0.83  3.04  -0.41
C  -3.79  0.28  4.05  -1.07
C  -2.99  1.72  1.06  0.58
C  -4.10  2.72  1.29  -1.36
H  -7.74  -0.03  1.74  0.39
H  -6.49  0.91  2.56  0.19
H  -6.48  -0.86  2.65  0.24
H  -6.00  0.81  0.13  0.31
H  -6.16  -0.93  0.14  0.55
H  -2.62  -1.29  3.20  -0.12
H  -4.33  -1.62  3.21  0.58
H  -3.03  1.05  3.93  0.17
H  -3.71  -0.10  5.08  0.39
H  -4.77  0.75  3.95  0.19
H  -2.45  1.95  0.15  -0.18
H  -2.28  1.74  1.88  -0.17
H  -4.82  2.68  0.47  0.34
H  -3.71  3.74  1.34  0.37
H  -4.63  2.51  2.22  0.28
S  0.90  -1.20  -5.14  -0.39
C  0.69  -2.43  -4.03  -0.35
N  1.71  -2.81  -3.26  -0.05
C  1.69  -3.91  -2.32  -0.07
C  0.64  -4.89  -2.71  -0.72
C  -0.41  -4.53  -3.45  -0.45
C  -0.55  -3.17  -3.98  -0.76
H  2.46  -2.15  -3.15  0.33
H  2.68  -4.38  -2.36  0.18
H  0.74  -5.89  -2.31  0.36
H  -1.19  -5.24  -3.70  0.38
H  -1.09  -3.12  -4.92  0.64

Molecular formula: C2H6N2OS
Method: DFT, ωB97M-V with the def2-TZVPD basis set

The calculation puts the HOMO-LUMO gap (alpha / beta) at 7.25 / 7.64 eV. For the LUMO energy (alpha / beta), the calculation gives -0.2 / -2.3 eV. The expectation value of S² is 2.01. The value obtained for the energy above the lowest of the compared OMol25 structures with the same formula, charge and spin is 163.2 kJ/mol. The calculation puts the HOMO energy (alpha / beta) at -7.41 / -9.97 eV. The spin multiplicity is 3.

Last column: Mulliken charge in e.
Atoms and positions in Å:
C  0.91  -1.15  -0.09  -0.66
C  0.75  1.14  0.23  -0.72
N  -1.50  -0.32  -0.42  -0.18
N  0.14  -0.14  0.51  -0.10
O  -3.85  0.12  -0.54  -0.48
S  -2.77  -0.18  0.42  0.43
H  1.06  -0.99  -1.25  0.29
H  1.98  -0.84  0.22  0.30
H  0.64  -2.16  0.34  0.26
H  1.65  1.28  0.90  0.34
H  0.98  1.28  -0.87  0.28
H  0.02  1.98  0.53  0.24

Molecular formula: C10H14BClCrN6
Method: DFT, ωB97M-V with the def2-TZVPD basis set

The calculation puts the HOMO-LUMO gap (alpha / beta) at 6.23 / 5.74 eV. For the LUMO energy (alpha / beta), the calculation gives -9.8 / -10.3 eV. The expectation value of S² is 6.10. The calculation puts the HOMO energy (alpha / beta) at -16.01 / -16.03 eV. The spin multiplicity is 5. As for the total charge: +2.

Last column: Mulliken charge in e.
Atoms and positions in Å:
C  -2.35  0.52  -1.98  -0.13
N  -1.32  0.38  -1.13  0.39
N  -0.78  -0.90  -1.24  -0.32
C  -1.47  -1.54  -2.21  -0.03
C  -2.49  -0.70  -2.64  -1.09
B  0.50  -1.35  -0.43  0.27
N  1.42  -0.07  -0.36  -0.13
N  1.01  1.25  -0.08  0.27
C  2.12  2.03  -0.28  0.00
C  3.15  1.26  -0.82  -1.07
C  2.68  -0.05  -0.85  -0.11
Cr  -1.04  2.08  -0.12  0.26
N  0.23  -2.13  0.98  0.43
N  -0.14  -1.35  2.05  -0.46
C  -0.34  -2.10  3.12  -0.12
C  -0.01  -3.45  2.79  -0.52
C  0.37  -3.42  1.44  -0.11
H  -0.68  -1.65  4.05  0.48
H  0.76  -4.19  0.80  0.49
H  -0.03  -4.27  3.50  0.43
H  1.08  -2.11  -1.16  -0.08
H  3.14  -0.96  -1.18  0.46
H  -1.23  -2.55  -2.54  0.47
H  4.11  1.59  -1.17  0.41
H  -3.26  -0.91  -3.34  0.43
H  2.15  3.11  -0.15  0.29
H  -2.92  1.47  -2.07  0.42
H  -0.06  2.72  1.15  0.50
C  -0.43  3.73  0.72  -0.86
H  0.46  4.26  0.39  0.36
H  -1.18  3.63  -0.21  0.45
H  -0.95  4.24  1.56  0.38
Cl  -2.52  1.40  1.40  -0.16

Molecular formula: C4H16KO4
Method: DFT, ωB97M-V with the def2-TZVPD basis set

The calculation puts the HOMO-LUMO gap at 10.97 eV. For the LUMO energy, the calculation gives -2.8 eV. The value obtained for the energy above the lowest of the compared OMol25 structures with the same formula, charge and spin is 1067.8 kJ/mol. The calculation puts the HOMO energy at -13.81 eV. As for the total charge: +1.

Last column: Mulliken charge in e.
Atoms and positions in Å:
K  0.06  0.12  -0.77  0.57
C  -1.45  0.69  1.48  -0.45
O  -1.50  0.50  0.09  -0.31
H  -2.23  0.13  2.00  0.37
H  -0.57  0.20  1.90  0.14
H  -1.51  1.72  1.83  0.30
H  -2.30  0.81  -0.33  0.21
C  0.61  -1.32  1.42  -0.80
O  1.32  -0.53  0.55  -0.55
H  0.63  -0.94  2.44  0.30
H  -0.41  -1.38  1.03  0.25
H  0.92  -2.37  1.45  0.34
H  2.22  -0.87  0.54  0.27
C  1.92  1.87  0.21  -0.48
O  0.54  1.86  -0.25  -0.40
H  2.58  2.08  -0.63  0.32
H  2.11  2.65  0.94  0.31
H  2.08  0.89  0.66  0.24
H  0.23  2.74  -0.44  0.25
C  -0.84  -1.29  -2.67  -0.71
O  -0.62  -1.56  -1.28  -0.39
H  -0.53  -2.16  -3.25  0.31
H  -1.88  -1.04  -2.91  0.29
H  -0.29  -0.40  -2.96  0.29
H  -1.08  -2.38  -1.07  0.30

Please write out number 5 again, unchanged.
Molecular formula: C2H6N2OS
Method: DFT, ωB97M-V with the def2-TZVPD basis set

The calculation puts the HOMO-LUMO gap (alpha / beta) at 7.25 / 7.64 eV. For the LUMO energy (alpha / beta), the calculation gives -0.2 / -2.3 eV. The expectation value of S² is 2.01. The value obtained for the energy above the lowest of the compared OMol25 structures with the same formula, charge and spin is 163.2 kJ/mol. The calculation puts the HOMO energy (alpha / beta) at -7.41 / -9.97 eV. The spin multiplicity is 3.

Last column: Mulliken charge in e.
Atoms and positions in Å:
C  0.91  -1.15  -0.09  -0.66
C  0.75  1.14  0.23  -0.72
N  -1.50  -0.32  -0.42  -0.18
N  0.14  -0.14  0.51  -0.10
O  -3.85  0.12  -0.54  -0.48
S  -2.77  -0.18  0.42  0.43
H  1.06  -0.99  -1.25  0.29
H  1.98  -0.84  0.22  0.30
H  0.64  -2.16  0.34  0.26
H  1.65  1.28  0.90  0.34
H  0.98  1.28  -0.87  0.28
H  0.02  1.98  0.53  0.24